Entry 1:
Below is C45H41AlF5O24 as an isolated structure at a distorted geometry, with properties calculated with wB97M-V/def2-TZVPD.

Last column: Mulliken charge in e.
Geometry (Å):
Al -6.01 0.73 0.75  -0.08
F -4.94 -1.16 -1.51  -0.26
F -6.62 -1.85 -2.59  -0.33
F -5.93 0.15 -2.81  -0.28
F -7.63 -1.38 -0.25  -0.34
F -7.97 0.47 -1.37  -0.33
O 2.25 0.96 -4.66  -0.66
O 10.80 1.18 2.28  -0.56
O 3.72 -6.93 -6.05  -0.63
O -8.21 2.17 2.80  -0.48
O 12.49 1.50 4.31  -0.63
O -3.38 -7.35 0.22  -0.63
O -12.37 2.69 0.68  -0.60
O -0.60 -6.41 -3.44  -0.60
O 9.13 3.20 7.11  -0.58
O -9.32 1.58 5.12  -0.60
O 6.56 0.04 -3.05  -0.72
O 6.21 -4.00 -3.37  -0.61
O 5.64 -0.66 -0.66  -0.71
O 6.33 2.89 1.37  -0.63
O -13.49 2.19 3.04  -0.66
O 1.47 -5.56 -5.67  -0.56
O -2.62 -5.15 1.51  -0.57
O 2.98 4.60 4.17  -0.58
O 0.23 -4.25 -2.10  -0.40
O 1.27 4.20 2.17  -0.62
O 1.35 0.33 -2.24  -0.48
O 3.94 -2.68 -2.92  -0.44
O 4.65 2.56 -0.65  -0.52
O 7.43 2.80 5.11  -0.61
C -6.08 2.71 0.27  -0.80
C -2.02 -6.97 -1.67  -0.87
C -1.17 -4.60 -0.24  -1.03
C -2.37 2.74 -0.76  -1.04
C 10.89 2.37 5.80  -0.97
C 3.82 -5.95 -5.34  0.93
C -2.08 -5.40 0.33  0.38
C 5.10 -4.43 -3.95  0.24
C 4.44 0.53 -3.97  -1.22
C 2.61 -4.06 -4.29  -0.87
C -11.46 1.85 4.19  -0.96
C 5.18 3.22 1.59  1.27
C 2.59 -5.14 -5.07  0.28
C -1.11 -6.17 -2.23  0.24
C 3.13 0.59 -3.74  0.26
C 4.17 3.05 0.49  0.27
C 5.35 0.11 -2.92  1.32
C -3.86 2.61 -1.10  0.18
C 3.44 4.09 3.03  0.47
C 4.77 -0.26 -1.59  -0.18
C -4.75 3.39 -0.11  -0.93
C 9.04 1.98 3.60  -0.99
C -11.57 2.44 1.72  0.41
C 8.59 2.51 4.88  1.06
C -10.23 2.45 1.63  -0.97
C 5.07 -5.52 -4.73  -0.93
C -6.99 -0.30 -0.80  0.52
C -6.12 -0.81 -1.94  0.75
C 3.46 -0.20 -1.35  -0.41
C -0.87 -0.82 -0.32  -0.95
C -0.61 -4.93 -1.54  1.05
C -10.12 1.85 4.09  0.23
C 11.34 1.83 4.53  0.89
C -1.50 0.53 0.00  0.34
C 2.43 3.90 1.94  0.85
C 3.86 -3.64 -3.66  0.90
C -2.56 -6.65 -0.35  0.98
C 9.60 2.70 5.97  0.37
C 2.55 0.24 -2.40  1.07
C -9.42 2.17 2.81  1.04
C -12.27 2.16 3.02  0.93
C 2.88 3.37 0.66  -1.02
C 10.33 1.66 3.43  0.40
C -1.53 1.51 -1.16  -0.36
C 4.73 3.76 2.86  -1.11
H -4.16 1.58 -1.23  -0.30
H 5.60 2.41 -0.50  0.33
H 11.75 1.03 2.43  0.36
H -1.96 3.62 -1.25  0.43
H -0.51 1.82 -1.38  0.07
H -1.05 1.01 0.87  0.36
H -2.39 -7.86 -2.16  0.43
H 5.47 3.89 3.63  0.41
H -11.97 1.63 5.11  0.41
H -0.81 -3.70 0.24  0.41
H -9.72 2.65 0.70  0.51
H 11.63 2.50 6.58  0.41
H -4.53 0.16 0.99  -0.28
H -1.45 -1.40 -1.03  0.33
H 1.37 0.92 -4.23  0.33
H -4.20 3.69 0.77  0.45
H 5.96 -3.20 -2.86  0.31
H 1.72 -6.36 -6.17  0.33
H -6.90 0.43 2.05  -0.25
H -2.54 0.34 0.25  -0.33
H -13.28 2.63 1.03  0.34
H 6.52 -0.61 -1.07  0.36
H 2.15 3.25 -0.12  0.52
H -0.84 -1.39 0.60  0.47
H 8.30 1.87 2.82  0.49
H 2.02 4.74 4.02  0.36
H 0.14 -0.67 -0.71  -0.09
H 0.03 -5.68 -3.62  0.24
H -6.44 3.21 1.17  0.35
H -2.21 2.89 0.30  0.41
H -8.41 1.64 4.77  0.36
H -1.98 1.06 -2.05  0.30
H -3.97 3.08 -2.07  0.40
H -3.25 -5.88 1.69  0.35
H 5.96 -6.10 -4.95  0.45
H -6.83 2.89 -0.50  0.43
H 4.87 0.78 -4.93  0.49
H -5.00 4.32 -0.61  0.25
H 3.03 -0.47 -0.40  0.55
H 8.17 3.34 6.97  0.36
H 1.73 -3.46 -4.08  0.61

The calculation puts the LUMO energy at -0.59 eV. Its spin multiplicity is 1. The largest force on an atom is 2.3 eV Å⁻¹. Its orbital gap is 4.515 eV. Its net charge is -1. The HOMO energy is -5.101 eV.

=====

Entry 2:
Below is a 5-piece molecular cluster, C45H41F4NO3 overall at a distorted geometry, with properties calculated with wB97M-V/def2-TZVPD.

Last column: Mulliken charge in e.
Geometry (Å):
F -0.64 -0.36 3.71  -0.19
F -3.19 -3.93 8.16  -0.30
F -7.13 2.57 -1.35  -0.26
F 5.04 -1.27 -6.30  -0.33
O 0.25 3.61 0.37  -0.55
O 0.31 -0.13 -2.97  -0.55
O 5.62 2.16 -0.57  -0.55
N 5.65 -0.18 -1.22  0.03
C 5.21 -0.06 -6.86  0.30
C -9.35 5.25 -0.37  -0.40
C -1.48 -1.95 2.19  0.11
C -0.18 0.21 -1.86  -0.25
C -2.37 -2.99 1.92  -0.61
C 1.18 0.97 1.99  -0.68
C -1.59 2.20 -0.68  0.51
C 0.18 -3.51 9.41  -0.41
C 4.14 0.82 -6.89  -0.34
C 4.31 2.08 -7.46  -0.38
C -2.86 0.63 -2.53  -0.68
C -1.87 -3.71 8.18  0.18
C 0.56 -0.08 -0.45  0.85
C 0.18 -3.23 7.02  -0.52
C 2.52 -2.44 -2.11  -0.54
C -8.18 3.40 -1.35  0.45
C 6.44 0.28 -7.38  -0.42
C 1.22 -1.44 -0.11  0.68
C -10.26 4.12 -2.30  -0.36
C -8.26 4.39 -0.38  -0.33
C 0.54 1.11 0.59  0.82
C -3.30 -2.79 4.14  -0.50
C -1.57 1.02 -1.71  0.28
C -4.14 2.68 -1.22  -0.16
C 1.84 -0.39 2.35  -0.59
C -0.22 2.47 0.13  -0.17
C -3.28 -3.40 2.89  -0.55
C -2.40 -1.76 4.42  -0.65
C 4.20 -0.52 -1.26  0.06
C 6.61 1.54 -7.96  -0.36
C -4.15 1.48 -2.23  -0.42
C -10.35 5.12 -1.33  -0.49
C -2.85 3.05 -0.40  -0.61
C 6.07 0.68 1.34  -0.91
C -1.20 -3.47 6.99  -0.18
C 1.26 -2.68 -1.12  -1.10
C 3.89 -2.10 -1.32  -0.54
C 0.86 -3.26 8.23  -0.46
C 5.55 2.44 -8.00  -0.42
C 1.85 -1.57 1.33  -0.53
C 5.76 0.94 -0.23  0.65
C -1.19 -3.73 9.39  -0.37
C -9.17 3.26 -2.31  -0.45
C 6.14 0.30 -2.57  -0.77
C -1.50 -1.35 3.44  0.09
H 5.16 1.00 1.96  0.18
H 6.33 -0.42 1.53  0.27
H -9.42 6.03 0.38  0.35
H -2.39 -1.28 5.39  0.59
H 2.29 -0.48 3.39  0.40
H -11.20 5.79 -1.33  0.36
H 3.18 0.53 -6.48  0.46
H -1.74 -3.92 10.31  0.41
H -2.85 -0.25 -3.26  0.35
H 1.93 -3.08 8.25  0.36
H 7.26 -0.42 -7.33  0.41
H -0.77 -1.61 1.45  0.55
H 2.36 -2.54 1.66  0.22
H 3.71 -0.14 -0.28  -0.20
H 2.36 -1.57 -2.85  0.24
H -1.74 -3.46 6.06  0.48
H 6.57 -0.63 -3.10  0.28
H 5.31 0.79 -3.20  0.26
H -2.80 3.89 0.37  0.34
H 5.68 3.42 -8.44  0.36
H -5.11 3.27 -1.05  0.25
H 0.28 -2.90 -1.66  0.34
H 0.72 -3.54 10.36  0.36
H 3.49 2.78 -7.49  0.37
H 6.97 1.10 -2.45  0.33
H 1.51 -3.61 -0.49  0.39
H -9.08 2.48 -3.06  0.40
H -11.04 4.01 -3.04  0.35
H 3.62 0.02 -2.11  0.07
H 4.74 -2.58 -1.94  0.35
H 7.57 1.81 -8.38  0.36
H -4.01 -3.11 4.89  0.41
H 0.71 -3.03 6.09  0.42
H -3.98 -4.20 2.67  0.39
H -2.36 -3.47 0.94  0.41
H 1.11 1.87 2.70  0.39
H -7.48 4.47 0.37  0.40
H 3.91 -2.61 -0.29  0.16
H 2.63 -3.38 -2.78  0.38
H 6.95 1.35 1.68  0.36
H -5.09 1.18 -2.81  0.31

The calculation puts the LUMO energy at -0.99 eV. Its spin multiplicity is 1. The largest force on an atom is 4.9 eV Å⁻¹. Its orbital gap is 7.950 eV. Its net charge is 0. The HOMO energy is -8.941 eV. As for the SMILES: CC(=O)N(C)CCCCc1cccc2c1C(=O)c1ccccc1C2=O.Fc1ccccc1.Fc1ccccc1.Fc1ccccc1.Fc1ccccc1.

=====

Entry 3:
Below is C45H41LaN5O6PS2 as an isolated structure at a distorted geometry, with properties calculated with wB97M-V/def2-TZVPD.

Last column: Mulliken charge in e.
Geometry (Å):
La -0.64 -1.35 -1.00  1.77
S 0.11 -4.18 -3.40  0.53
S -7.68 -0.03 -3.76  0.17
P 1.50 2.33 0.43  0.98
O 1.29 -0.45 -1.83  -0.22
O -0.65 -3.38 -2.30  -0.31
O -0.35 1.77 -3.99  -0.60
O 2.23 0.85 -3.42  -0.61
O 4.25 -0.93 2.49  -0.49
O -1.12 -0.03 -2.79  -0.67
N -2.56 0.37 -0.45  0.41
N 2.33 -0.66 1.26  0.02
N -3.06 -2.26 -0.55  -0.51
N -6.47 1.02 -3.31  -0.65
N -7.25 -1.33 -2.83  -0.69
C 3.81 3.68 1.28  -0.22
C -5.38 -3.35 -1.74  -0.48
C 0.02 -5.91 -2.85  -0.91
C -1.04 -1.35 5.69  -0.28
C -0.19 0.75 -3.30  0.20
C -1.84 -0.77 3.66  -0.20
C -0.92 3.81 3.48  -0.67
C 5.44 2.82 2.84  -0.65
C 3.71 -2.26 2.47  -0.61
C -2.35 1.72 -0.38  -0.45
C 1.04 4.81 1.73  -0.13
C 4.91 1.49 2.68  -1.03
C 1.91 4.65 -3.49  -0.45
C -4.01 -1.45 -1.05  0.40
C 2.35 -2.08 1.74  0.20
C -4.50 0.89 -1.81  0.53
C 1.26 0.43 -2.82  0.76
C 3.80 1.31 1.87  -0.11
C 2.95 3.92 -3.02  -0.75
C -0.63 -2.34 4.78  -1.15
C -3.26 2.68 -0.86  -1.10
C -1.07 -1.93 3.50  -0.19
C 3.22 2.43 1.15  0.57
C -1.10 -4.17 -4.71  -0.89
C 3.39 -0.12 1.77  0.54
C 0.78 4.82 -2.68  -0.86
C -3.20 -3.57 -0.79  -0.19
C -4.29 2.27 -1.72  -0.78
C 0.66 3.45 1.65  0.56
C -1.84 -0.40 4.98  -1.05
C 2.75 -2.79 -0.69  -0.86
C -5.23 -1.96 -1.60  0.29
C 0.56 5.59 2.84  -0.79
C 0.64 4.15 -1.48  -0.91
C 1.69 3.31 -1.07  0.57
C 1.96 -3.13 0.61  2.05
C -0.47 5.14 3.65  -0.70
C -3.67 -0.03 -1.06  0.10
C -6.13 -1.02 -2.21  0.37
C -0.36 2.97 2.50  -0.60
C -4.27 -4.13 -1.44  -0.99
C 4.84 3.88 2.22  -0.91
C 2.25 -4.59 1.09  -1.61
C 2.85 3.17 -1.83  -0.41
C -5.68 0.34 -2.48  0.44
H 6.36 2.88 3.41  0.40
H 3.87 3.96 -3.60  0.39
H -0.90 5.82 4.36  0.43
H -6.32 -3.75 -2.10  0.52
H 0.04 -3.19 4.96  0.35
H 3.71 -3.31 -0.68  0.44
H -0.69 -4.63 -5.62  0.41
H -0.96 -6.32 -3.18  0.33
H 5.37 0.63 3.16  0.48
H 0.06 5.51 -3.02  0.48
H -1.64 3.48 4.20  0.49
H -1.41 -3.10 -4.87  0.29
H -0.64 1.89 2.44  0.55
H -0.20 4.25 -0.84  0.60
H 3.71 2.65 -1.41  0.50
H -1.94 -4.84 -4.40  0.27
H 0.85 -6.43 -3.33  0.41
H 1.93 5.17 -4.46  0.37
H 0.10 -5.96 -1.77  0.24
H 3.53 4.51 0.60  0.46
H 0.89 -3.02 0.47  -1.00
H -1.45 2.13 0.06  0.61
H -0.81 -1.37 6.75  0.43
H -2.41 -4.20 -0.47  0.68
H 0.94 6.57 2.96  0.44
H 2.20 -3.15 -1.59  -0.04
H 1.85 -5.32 0.32  0.22
H -4.87 2.95 -2.33  0.52
H -2.32 0.44 5.44  0.42
H -2.41 -0.36 2.84  0.35
H -1.03 -2.45 2.55  0.50
H -4.18 -5.17 -1.77  0.43
H 1.50 -2.18 2.50  -0.37
H 4.43 -2.89 1.97  0.35
H 3.33 -4.86 1.19  0.37
H -3.11 3.69 -0.53  0.58
H 1.78 -4.79 2.04  0.46
H 2.92 -1.71 -0.83  0.05
H 1.69 5.39 1.04  0.21
H 3.59 -2.65 3.52  0.24
H 5.31 4.86 2.38  0.37

The calculation puts the LUMO energy at -1.62 eV. Its spin multiplicity is 1. The largest force on an atom is 2.7 eV Å⁻¹. Its orbital gap is 3.416 eV. Its net charge is 0. The HOMO energy is -5.033 eV.

=====

Entry 4:
Below is C45H41SSb3Sn as an isolated structure at a distorted geometry, with properties calculated with wB97M-V/def2-TZVPD.

Last column: Mulliken charge in e.
Geometry (Å):
Sb -2.70 -0.38 -1.86  1.36
Sb 2.82 0.98 -0.70  0.85
Sb 0.32 0.73 2.55  0.79
Sn 0.27 -0.25 -0.18  0.16
S -1.26 1.40 -1.24  -0.70
C -0.66 2.85 4.59  -0.33
C 0.09 -2.27 -5.39  -0.62
C -5.44 -0.92 -2.88  -0.46
C -3.37 -2.66 2.41  -0.72
C -0.74 -2.43 -3.13  -0.14
C -0.41 -3.28 5.29  -0.58
C -0.17 -2.07 5.91  -0.75
C -1.53 -0.69 -4.61  -0.85
C 3.42 0.90 2.39  -0.40
C 5.89 3.29 -2.80  -0.71
C 5.19 2.50 -1.91  -0.32
C -2.93 -1.45 -0.03  0.56
C -3.11 -0.67 1.11  -0.52
C -0.71 -1.16 -5.62  -0.71
C -1.67 3.05 2.42  -0.23
C 3.87 -3.10 -1.78  -0.67
C -6.76 -0.69 -3.25  -0.65
C -3.32 -1.28 2.33  -0.49
C 0.07 -2.90 -4.16  -0.56
C 5.11 -3.34 -1.19  -0.59
C -3.19 -3.43 1.28  -0.70
C -4.65 0.16 -2.52  0.82
C -2.97 -2.83 0.05  -0.70
C -0.29 -2.20 3.15  -0.14
C 3.26 -1.88 -1.61  -0.54
C -7.26 0.60 -3.24  -0.53
C -1.34 3.98 5.01  -0.77
C -0.47 -3.35 3.90  -0.72
C 3.90 3.58 -4.12  -0.52
C 3.84 2.26 -2.12  0.74
C 5.24 3.84 -3.90  -0.53
C -2.36 4.17 2.84  -0.70
C -5.14 1.45 -2.53  -0.60
C 0.01 -0.92 5.16  -0.35
C -2.19 4.64 4.14  -0.52
C -0.06 -0.98 3.78  0.99
C 3.19 2.78 -3.23  -0.57
C -0.82 2.39 3.29  0.67
C 2.28 1.23 3.33  -1.28
C 3.48 1.83 1.17  -1.16
C 3.86 -0.88 -0.86  0.68
C 5.10 -1.11 -0.28  -0.25
C -1.54 -1.33 -3.37  0.75
C 5.72 -2.34 -0.45  -0.65
C -6.45 1.66 -2.90  -0.52
H -5.04 -1.92 -2.88  0.36
H 0.67 -3.79 -3.99  0.47
H 4.35 1.01 2.96  0.38
H 0.20 0.02 5.65  0.24
H -8.29 0.77 -3.51  0.42
H 5.59 -0.34 0.30  0.32
H -0.35 -2.24 2.06  -0.21
H -2.16 0.18 -4.77  0.42
H 6.94 3.48 -2.64  0.41
H 3.41 3.99 -4.98  0.40
H -0.70 -0.67 -6.58  0.46
H 0.01 2.33 5.28  0.31
H -0.64 -4.29 3.42  0.48
H 3.40 -3.87 -2.37  0.44
H 2.84 2.70 1.33  0.56
H -3.45 -0.67 3.21  0.45
H 2.30 -1.68 -2.09  0.27
H 2.14 2.59 -3.40  0.38
H -6.85 2.67 -2.91  0.41
H -7.38 -1.53 -3.53  0.42
H -0.53 -4.18 5.88  0.42
H 5.70 2.08 -1.05  0.22
H 0.73 -2.64 -6.18  0.44
H -1.20 4.35 6.02  0.43
H 3.36 -0.15 2.09  0.39
H -0.11 -2.02 6.99  0.44
H -2.71 5.53 4.47  0.41
H 5.79 4.47 -4.59  0.41
H 2.37 0.65 4.25  0.58
H -2.85 -3.46 -0.83  0.51
H -0.74 -2.93 -2.17  0.33
H -1.78 2.70 1.40  0.18
H 2.28 2.29 3.59  0.55
H 6.69 -2.52 -0.02  0.41
H -3.02 4.69 2.17  0.43
H 4.49 2.20 1.02  0.55
H -3.22 -4.51 1.34  0.48
H -4.50 2.28 -2.25  0.41
H 5.58 -4.30 -1.30  0.41
H -3.11 0.41 1.03  0.49
H -3.56 -3.13 3.36  0.48

The calculation puts the LUMO energy at -5.47 eV. Its spin multiplicity is 1. The largest force on an atom is 1.2 eV Å⁻¹. Its orbital gap is 7.808 eV. Its net charge is +2. The HOMO energy is -13.278 eV.

=====

Entry 5:
Below is C45H42F4N3O2Pb as an isolated structure, with properties calculated with wB97M-V/def2-TZVPD.

Last column: Mulliken charge in e.
Geometry (Å):
Pb -1.08 0.02 0.54  1.88
F -4.44 -1.57 5.75  -0.34
F -3.79 2.75 4.04  -0.32
F -1.45 2.01 2.98  -0.34
F -2.18 -2.41 4.67  -0.36
O -1.43 1.71 -0.95  -1.11
O -1.39 -1.66 -0.96  -1.38
N 1.03 0.14 -0.73  1.85
N -0.51 -0.50 3.15  -0.05
N 2.25 -0.43 2.56  0.91
C -3.70 -0.68 5.06  0.13
C -2.51 -1.10 4.51  0.38
C -0.41 3.37 -5.51  -0.47
C -0.81 -3.96 -0.52  -0.42
C -0.63 -4.04 -3.46  -0.49
C -0.63 2.79 -1.20  3.11
C 1.43 1.33 -1.19  -0.17
C -2.23 -5.15 1.04  -0.90
C -0.99 6.36 0.23  -1.10
C 2.43 0.47 3.70  -0.65
C -0.49 -2.65 -1.27  4.02
C -2.19 1.09 3.65  0.03
C 0.03 -5.08 -0.55  0.00
C 2.40 -0.96 -2.34  -0.53
C 2.35 1.42 -2.24  -0.41
C -3.38 1.48 4.20  0.15
C 0.21 -1.72 3.47  -1.31
C 3.55 0.09 4.68  -1.31
C -4.17 0.61 4.93  -0.75
C 0.97 -2.29 -0.77  -1.74
C -1.17 4.06 -0.50  -0.08
C 1.67 -1.72 2.93  -1.19
C -0.26 -6.21 0.20  -1.14
C -1.31 2.48 -4.94  -0.81
C -1.65 -0.23 3.77  0.62
C -2.87 5.04 0.93  -0.97
C 0.82 2.55 -0.60  -2.84
C -2.37 3.97 0.21  -0.30
C 0.44 4.09 -4.68  -1.11
C -0.51 -1.66 -3.58  -0.08
C -0.52 3.04 -2.72  -0.25
C -0.71 -4.11 -4.84  -0.95
C -0.51 -2.82 -2.80  -0.54
C 2.84 0.27 -2.82  -1.45
C -1.39 -6.25 1.00  -0.41
C -2.18 6.25 0.94  -0.46
C -1.36 2.31 -3.56  -0.44
C -1.94 -4.02 0.28  -0.41
C -0.68 -2.95 -5.60  -0.61
C 0.38 3.92 -3.30  0.03
C 4.01 0.71 1.25  -1.44
C 1.49 -0.99 -1.29  -0.21
C -0.49 5.28 -0.48  0.04
C 3.44 -0.61 1.76  -0.58
C -0.58 -1.72 -4.96  -0.76
H 1.66 -3.09 -1.04  1.15
H -0.45 7.30 0.24  0.40
H 3.42 -0.92 5.05  0.26
H -0.58 -0.80 -5.53  0.47
H 0.44 5.41 -1.02  0.10
H 2.75 -1.88 -2.78  0.52
H -1.61 -7.12 1.60  0.41
H 0.41 -7.06 0.17  0.38
H 0.66 2.42 0.47  0.57
H 3.17 -1.24 0.91  0.37
H -0.82 -5.07 -5.33  0.40
H 1.45 3.42 -0.77  1.09
H 1.70 -2.34 2.03  0.38
H -5.11 0.92 5.37  0.48
H 0.88 -2.22 0.31  -0.89
H -1.98 1.90 -5.57  0.46
H -0.51 -0.70 -3.08  0.23
H -2.56 7.09 1.51  0.38
H 4.54 0.17 4.21  0.26
H 2.60 1.47 3.31  0.40
H -0.38 3.51 -6.58  0.39
H -0.68 -4.96 -2.89  0.49
H 3.54 0.32 -3.64  0.44
H 2.31 -2.24 3.67  0.38
H 4.49 1.28 2.04  0.39
H 4.23 -1.15 2.32  0.49
H 1.15 4.78 -5.11  0.40
H -0.74 -3.00 -6.68  0.39
H 2.67 2.40 -2.58  0.54
H -2.04 1.61 -3.10  0.47
H 0.92 -5.08 -1.17  0.45
H 4.74 0.51 0.46  0.45
H 1.07 4.49 -2.69  0.26
H 3.53 0.77 5.53  0.46
H -2.59 -3.15 0.30  0.51
H -3.11 -5.16 1.67  0.42
H 1.48 0.50 4.22  0.30
H -0.28 -2.60 3.04  0.39
H -3.79 4.93 1.48  0.41
H -2.88 3.02 0.19  0.48
H 3.21 1.31 0.82  0.12
H 0.24 -1.88 4.56  0.57

The calculation puts the LUMO energy at 2.46 eV. Its spin multiplicity is 1. The largest force on an atom is 0.7 eV Å⁻¹. Its orbital gap is 6.410 eV. Its net charge is -1. The HOMO energy is -3.945 eV.